The following is a DFT calculation (the ωB97M-V functional and the def2-TZVPD basis) of C44H54HfI2N7O2Te as an isolated structure in a non-equilibrium geometry.

The geometry in ORCA input format:
```
! RIJCOSX wB97M-V def2-TZVPD def2/J DEFGRID3
* xyz 2 2
H -1.826 -0.204 -3.968
H -0.568 -4.109 -0.731
H -6.051 -4.110 -3.044
H 9.032 1.833 0.654
C -3.381 -0.991 -2.766
Hf -0.951 -1.696 0.941
H 2.768 -1.377 3.124
N 0.431 -0.555 2.044
H -1.532 0.084 3.035
C 1.883 -1.790 3.614
H 5.080 -0.796 -2.024
H -4.524 1.994 0.076
H -4.388 -1.889 1.447
I 2.770 -2.129 -5.918
O -0.121 -0.783 -0.562
C 0.822 4.709 0.368
C 4.336 -0.136 -1.585
H -2.104 -5.678 0.200
C 0.932 2.041 3.688
C -3.031 -4.229 1.500
C -4.789 -3.488 -1.493
C 0.717 -1.621 2.697
C -3.384 -0.797 3.043
H -2.646 -4.633 -1.820
N -2.201 -0.266 2.348
H -3.114 -1.018 4.080
C 4.302 1.166 0.606
H -3.904 -4.115 0.859
H 2.035 -2.843 3.836
H -4.200 -0.067 3.053
H 8.708 2.083 -1.063
H -0.938 6.488 2.680
C 1.065 -0.510 -3.975
H 3.916 0.475 -2.386
C -3.162 0.312 0.172
H -1.509 1.265 1.101
C -1.842 -4.726 0.680
N -2.823 -0.879 -0.227
C -3.544 -2.006 -3.836
H -2.146 1.699 -1.892
H -4.565 -2.607 3.060
N -1.719 0.826 -2.185
C 2.045 -2.469 -2.974
H 0.127 1.635 -1.770
C -4.662 -0.737 -1.967
I 1.821 -3.137 0.039
H 1.727 -1.246 4.544
C 8.382 2.339 -0.059
C 4.985 1.919 1.566
H 3.637 3.136 2.687
H 6.807 2.901 2.067
H -5.513 -1.310 -2.311
C -3.466 -1.483 -1.324
C -4.314 -3.103 -3.856
N -3.542 -2.903 -1.101
H -0.991 -4.888 1.354
H -5.438 -3.787 -0.681
H 0.982 0.150 -4.826
C -4.232 1.067 -0.390
C -0.575 6.336 1.668
C -2.517 0.192 -3.219
N -1.426 -3.726 -0.327
C 1.845 -1.656 -4.078
H -2.189 -3.100 2.949
C -0.345 1.092 -2.598
H 2.310 2.196 -1.296
C 1.396 -2.133 -1.801
H -3.014 -1.766 -4.746
C -3.866 -2.096 2.385
H 8.499 3.410 0.094
C 6.963 1.934 0.164
H -0.250 4.383 3.533
C -2.352 -3.629 -1.480
H -5.938 0.969 -1.648
C 6.291 2.309 1.325
C -5.134 -3.609 -2.773
H -1.803 -3.125 -2.292
Te 2.207 0.585 0.826
C -4.998 0.522 -1.366
H -4.377 -3.659 -4.781
H 1.556 2.537 4.430
C 0.849 2.902 2.466
H -0.274 1.705 -3.511
H 0.852 5.423 -0.441
O -0.079 -2.653 2.461
H -3.175 0.909 -3.730
C 4.326 2.307 2.850
H 1.370 1.075 3.451
C 0.203 4.128 2.586
H 3.543 -0.749 -1.157
C 0.523 -1.049 -1.681
H 1.756 3.786 -1.895
H -3.273 -4.974 2.267
N -2.694 -2.920 2.075
H 0.070 7.170 1.403
C -2.471 0.829 1.408
H 6.792 0.814 -1.649
C 6.287 1.140 -0.751
H 3.766 1.462 3.252
H -0.050 1.897 4.134
C 2.228 3.263 -1.066
C 1.444 2.558 1.250
H 3.240 3.653 -0.954
H 2.697 -3.326 -3.012
H 5.069 2.620 3.577
H -1.427 6.361 0.990
H -3.074 1.619 1.873
C 4.978 0.730 -0.541
C 1.473 3.494 0.206
C 0.156 5.038 1.543
C 0.422 -0.189 -2.795
*
```

Values from the calculation:
ΔE to the lowest compared entry with this formula, charge and spin	74.63	kcal per mole
E_HOMO (alpha / beta)	-0.4514 / -0.4653	Ha
LUMO energy (alpha / beta)	-5.3 / -6.4	eV
calculated total energy	-85820.3828	eV
frontier orbital gap (alpha / beta)	7.00 / 6.31	eV


The following is a DFT calculation (the ωB97M-V functional and the def2-TZVPD basis) of C44H54N8OP2PtS3 as an isolated structure in a non-equilibrium geometry.

The geometry in ORCA input format:
```
! RIJCOSX wB97M-V def2-TZVPD def2/J DEFGRID3
* xyz 4 1
H 6.905 3.611 5.548
H 1.069 3.228 1.508
C 2.345 4.779 -1.221
H 0.355 -2.628 -7.058
C 4.793 1.699 4.703
H -0.277 -1.755 -9.256
C -0.791 -3.782 3.183
H 1.543 -1.261 -5.406
C -0.245 2.349 -4.203
C -1.350 -0.515 -7.872
C -0.044 0.635 4.319
H -1.587 -1.800 3.340
H 3.447 1.613 -1.679
C -3.264 -0.488 0.254
C -0.768 1.806 4.527
H -6.334 -1.328 -0.671
C -0.955 2.273 5.817
C -1.056 0.432 -6.680
H -1.732 -4.258 3.414
H 7.004 0.244 0.508
S -0.454 3.588 -3.054
C 2.979 3.700 -1.819
C 1.023 -0.750 -6.215
C 0.346 -4.539 2.933
C 6.188 4.133 4.916
C 0.294 0.410 6.681
H 2.443 -4.517 2.512
P 0.351 0.032 2.651
S 5.518 3.028 3.677
H 6.689 4.944 4.392
C -4.084 -1.834 -1.554
H 4.868 1.425 0.878
H -1.664 1.922 -0.060
H 1.782 -1.945 -7.836
C -0.422 1.578 6.892
N -4.299 -0.987 -0.396
C 2.727 1.491 3.261
N -1.214 2.651 -0.599
C 0.477 -0.077 5.401
H -4.810 -1.581 -2.325
H 3.559 -0.033 4.548
H -5.889 -1.057 1.002
C 1.639 -2.533 2.595
C -0.547 -2.745 -1.779
C 2.271 2.289 -0.011
N -0.265 -3.099 -0.520
C 1.668 4.612 -0.021
H 5.629 1.150 5.140
H 3.507 3.830 -2.750
C 3.660 -1.590 -0.136
H 4.220 2.152 5.513
N 0.382 -0.588 -1.618
N -0.198 -0.191 -5.722
H -0.572 1.320 -7.111
H 1.657 0.071 -6.579
C -0.053 -1.031 -8.466
H -0.548 -4.008 -0.193
C -0.933 2.348 -1.879
C -5.682 -0.747 -0.023
H 0.080 2.589 -5.194
H 1.025 -0.993 5.238
S -1.189 -3.810 -2.962
C 3.921 0.754 3.884
C 1.557 -3.917 2.659
H 2.071 1.844 4.063
N -0.254 -1.504 -2.267
C -1.115 -2.546 -4.134
H 0.710 -0.124 7.519
H -1.520 -2.710 -5.112
H -3.077 -1.661 -1.932
C 6.068 -0.265 0.328
H -1.178 2.350 3.686
C 0.500 -1.772 2.843
H 4.865 -3.257 -0.716
C -0.712 -2.403 3.136
H -1.916 0.049 -8.614
H 4.520 0.290 3.100
H 2.584 -2.056 2.377
H 6.998 -2.087 -0.289
H -1.512 3.178 5.992
H 3.109 2.360 2.711
Pt 0.018 -0.125 0.252
C 1.610 3.367 0.580
H -1.987 0.738 -6.197
C -3.512 0.429 1.413
H 2.713 -2.086 -0.308
H 5.384 4.537 5.529
H 0.282 -5.616 2.946
H -4.186 -0.030 2.135
H -5.946 0.306 -0.133
H 0.497 -0.222 -8.952
C 2.942 2.453 -1.223
N 1.925 0.683 2.350
P 2.135 0.617 0.648
C 3.668 -0.272 0.311
H -0.576 1.941 7.896
C -0.542 1.091 -3.669
C -0.601 -1.380 -3.640
H 1.189 5.454 0.452
H -4.202 -2.887 -1.291
C 4.863 -2.239 -0.358
N -0.937 1.146 -2.354
H 2.377 5.752 -1.685
H -1.415 3.607 -0.348
C 6.062 -1.580 -0.120
H -2.562 0.645 1.910
O -2.089 -0.780 -0.117
C -0.458 -0.148 -4.349
H -1.975 -1.345 -7.531
H -0.086 -2.362 0.168
C 0.809 -1.700 -7.412
H -3.981 1.359 1.084
C 4.872 0.397 0.541
*
```

Values from the calculation:
ΔE to the lowest compared entry with this formula, charge and spin	94.34	kcal per mole
E_HOMO	-0.5679	Ha
LUMO energy	-13.0	eV
calculated total energy	-114765.8768	eV
frontier orbital gap	2.42	eV


The following is a DFT calculation (the ωB97M-V functional and the def2-TZVPD basis) of a 11-piece molecular cluster, C44H55F33O22 overall in a non-equilibrium geometry.

The geometry in ORCA input format:
```
! RIJCOSX wB97M-V def2-TZVPD def2/J DEFGRID3
* xyz 0 1
H -6.138 -1.509 -2.545
H -0.327 2.837 2.106
H 2.444 2.610 3.346
C 1.412 -6.356 0.070
C 1.440 4.084 -2.773
C 3.709 2.836 5.170
H -6.029 -0.057 -0.548
H 1.384 -8.084 2.287
F 0.976 0.950 -6.712
C 1.166 0.008 -5.769
C -0.860 0.961 4.925
F 3.859 -1.051 6.168
C 3.209 -0.294 7.047
H 3.063 -8.529 2.244
H -4.724 -0.589 -5.999
O 2.185 3.242 -2.057
H 4.930 -0.755 -2.018
H -1.631 3.113 6.039
C 3.252 0.379 -2.765
F -0.932 4.060 -3.235
F -2.764 -1.100 2.662
H -1.163 3.014 0.545
H -0.171 -5.859 -6.190
O -4.308 5.048 4.466
O -2.754 6.251 3.308
H -2.773 0.711 -6.589
C -0.031 -0.289 4.685
H -5.170 4.822 1.771
H 1.744 -4.570 -5.197
C -3.594 7.212 5.268
H -6.188 3.901 2.845
F -2.013 -0.767 -2.310
C -4.001 -0.373 -5.216
F -4.050 6.802 6.486
O 5.732 0.655 1.324
F -0.242 -1.873 -2.718
C -0.825 2.287 1.276
H -7.159 -1.409 -0.277
H -3.132 4.024 3.061
F -2.307 7.715 5.443
F 1.008 -4.507 -1.320
H 0.998 1.271 0.352
F -4.379 8.241 4.870
C 2.146 -8.566 0.314
O -2.064 0.937 5.063
C 3.433 2.964 3.664
H 2.774 0.666 -1.820
H 4.041 4.975 0.079
H -5.772 -2.926 -1.624
O 1.694 5.225 -3.032
F 1.170 -4.074 0.803
H -0.648 -4.129 -6.061
C -5.743 2.892 -7.454
H 8.002 -0.870 1.884
H 8.838 -2.051 0.890
H 0.766 3.903 6.394
C 2.087 -8.790 1.831
F 2.019 -0.869 7.247
C -4.811 1.786 -7.098
H 1.052 -5.685 -4.054
H 3.937 4.430 -2.228
C -2.277 -4.530 -4.147
O 2.168 0.142 -3.621
O -2.160 -3.332 -4.317
H 3.417 -1.638 -2.186
C -0.927 3.265 5.235
H -1.752 1.879 1.671
C -4.744 -0.791 1.438
F 1.374 -1.174 -6.456
C -4.131 3.957 3.491
F -6.971 2.536 -7.935
C -5.595 -1.858 -1.677
F -4.579 -4.758 -3.735
C -3.369 -5.168 -3.285
C -3.280 0.838 -5.627
O -4.665 0.396 1.249
F -0.258 -1.277 5.582
H -4.227 3.041 4.062
O 5.483 -1.550 0.665
H 2.981 3.395 5.762
C 1.672 -4.881 -0.173
C -0.362 -5.026 -5.501
O -4.253 1.926 -5.898
H 4.718 3.208 5.410
F 1.299 -0.026 4.691
C 2.383 0.370 -4.892
C -3.510 6.092 4.236
C -0.212 -0.764 -0.645
F -5.152 3.596 -8.461
C 0.000 1.088 0.760
C -5.198 3.935 2.396
F 2.967 0.533 1.240
C 6.896 -1.606 0.220
H 0.639 -3.897 -4.036
C 3.178 4.421 -0.284
H 7.625 -2.651 1.991
H 7.163 -0.712 -0.331
H 4.358 -1.240 -3.632
O 0.267 -6.644 0.244
H 3.929 1.177 -3.028
C 0.187 3.332 -3.246
H 2.368 5.134 -0.499
O 0.799 -1.227 -0.181
C 0.825 -4.797 -4.656
C 7.879 -1.803 1.344
C -1.041 -1.472 -1.727
H -3.300 -1.227 -5.148
H 1.842 -9.810 2.153
O -0.175 2.064 4.950
O 2.525 1.971 7.425
O 3.630 1.445 5.494
C -6.112 -1.133 -0.452
O -0.753 0.384 -0.267
H 0.714 4.561 4.732
F -6.015 3.769 -6.437
C 3.442 3.728 -1.548
H -0.443 5.164 5.936
F -0.084 2.253 -2.520
H -2.569 1.136 -4.844
O -5.435 -1.662 0.737
F 3.891 -0.394 8.231
H 3.369 4.041 3.411
H 4.203 2.420 3.079
H 2.863 3.715 0.502
O -4.500 1.002 -7.933
H 0.217 0.491 1.637
C -4.068 -1.419 2.623
F -0.339 -0.801 3.472
O 2.485 -7.162 0.017
C 3.089 1.174 6.659
H -5.090 3.013 1.813
H 1.200 -8.854 -0.142
O 3.397 0.842 -5.376
H -4.588 -0.273 -4.301
F 3.727 -0.190 3.069
F 3.194 -1.668 1.581
F -3.226 -4.792 -2.013
C 5.137 -0.384 1.210
F 0.030 -0.124 -5.058
H -4.518 -1.690 -1.825
F -4.144 -2.752 2.690
C 4.048 -0.881 -2.642
C 0.113 4.289 5.602
F -1.666 -2.554 -1.179
F 2.978 -4.584 -0.374
F -4.605 -0.860 3.734
O -1.485 -5.421 -4.678
F -3.448 -6.510 -3.337
H -1.427 3.541 4.304
H 7.026 -2.425 -0.486
F 0.359 2.905 -4.522
C 3.734 -0.452 1.778
H 2.990 -9.087 -0.149
H 4.111 2.886 -1.445
*
```

Values from the calculation:
ΔE to the lowest compared entry with this formula, charge and spin	39.71	kcal per mole
SMILES	CCOC(=O)C(F)(F)F.CCOC(=O)C(F)(F)F.CCOC(=O)C(F)(F)F.CCOC(=O)C(F)(F)F.CCOC(=O)C(F)(F)F.CCOC(=O)C(F)(F)F.CCOC(=O)C(F)(F)F.CCOC(=O)C(F)(F)F.CCOC(=O)C(F)(F)F.CCOC(=O)C(F)(F)F.CCOC(=O)C(F)(F)F
E_HOMO	-0.4155	Ha
LUMO energy	0.3	eV
calculated total energy	-181244.9854	eV
frontier orbital gap	11.59	eV


The following is a DFT calculation (the ωB97M-V functional and the def2-TZVPD basis) of C44H57Cl3KN3O7P2Si2 as an isolated structure in a non-equilibrium geometry.

The geometry in ORCA input format:
```
! RIJCOSX wB97M-V def2-TZVPD def2/J DEFGRID3
* xyz -2 1
H -6.883 -1.758 0.316
C -5.199 -0.139 -1.474
H 2.063 2.807 -4.110
H -2.752 3.017 -3.650
C -2.078 -0.765 -3.979
C -2.578 1.951 -3.743
H 1.578 -3.129 0.466
H -2.522 -5.782 -0.021
C 1.323 -0.979 -4.129
H -6.135 0.993 1.160
O 0.233 4.047 -0.124
C 4.738 -1.144 1.028
C 1.813 1.054 -5.321
C 0.410 -2.826 2.967
H 2.375 2.565 4.877
H 5.752 -0.801 1.261
O -3.525 -1.613 1.417
C -2.077 -0.175 -2.718
O -1.151 2.234 2.479
H 1.960 1.579 -6.258
C 1.562 4.554 4.445
P 1.302 -1.096 -1.256
C 1.691 1.057 -2.924
H 0.588 -3.836 2.599
C -2.201 -3.761 -0.659
H 0.505 4.785 2.565
H 2.636 -5.385 0.533
C -0.197 -1.419 -0.542
C 4.396 1.705 -0.131
H -2.401 -0.491 -6.076
H 4.131 -1.086 1.935
H 0.728 2.546 4.214
H 2.362 -0.667 4.276
C -5.868 -2.147 0.452
C 1.550 -0.307 -5.321
C 2.087 -3.534 -0.402
H 0.586 6.246 3.529
C -2.315 1.195 -2.612
H 5.460 1.837 0.094
C 2.139 -2.728 -1.548
H -4.900 -4.446 -3.318
H 4.252 -0.289 -2.836
H -2.834 1.931 -5.879
C 4.826 -0.629 -1.967
H 4.179 2.263 -1.047
C 2.334 5.908 2.346
O -2.331 -0.846 1.162
H -5.118 -0.894 -2.258
Cl -2.584 5.687 3.190
C 3.326 -5.276 -1.497
H 3.817 2.148 0.679
C 2.825 -3.221 -2.654
C 1.405 -1.058 3.927
Cl -2.007 3.483 4.952
H -4.680 0.756 -1.825
H -1.302 -2.639 4.301
H 3.934 -4.848 -3.507
C -2.803 -5.007 -0.725
H 2.456 4.435 0.751
H 1.956 6.654 1.641
H -4.233 -6.240 -1.755
H 0.883 -0.285 3.357
C -5.070 0.773 1.292
H -0.216 -0.813 5.370
Si -4.566 -0.738 0.259
H -0.025 -3.703 4.918
C -0.224 -2.779 4.371
H -1.865 -1.822 -4.066
C -1.861 3.190 2.159
C 2.203 2.898 2.744
C -2.384 -0.014 -5.103
H -2.320 1.655 -1.633
N 3.330 3.685 2.473
C -2.566 -2.737 -1.536
H 3.761 4.020 3.323
H -4.884 0.617 2.356
H -6.263 0.107 -1.385
H -5.698 -2.913 -0.312
C 0.485 -1.580 5.041
H 2.494 4.958 4.857
C 1.698 3.039 4.161
H -3.856 -2.233 -3.183
C 1.164 5.383 3.199
H 2.945 -2.611 -3.540
C -3.546 -3.004 -2.491
N 2.241 -0.271 -0.271
C 1.430 -0.314 -2.911
C -0.656 3.448 -0.509
C -2.657 3.922 3.370
H 1.792 1.559 -1.968
C 3.405 -4.485 -2.632
C 2.675 -4.785 -0.370
H 1.494 -0.848 -6.260
O 1.654 2.250 1.885
H 3.050 6.414 3.006
H 4.792 -2.197 0.738
C 1.865 1.741 -4.116
C -3.768 -5.263 -1.690
O -2.107 3.733 1.072
H -1.422 -3.547 0.063
H 4.010 5.177 1.163
H 4.935 -1.712 -2.041
C 3.066 4.805 1.570
H 3.778 -6.261 -1.485
C -4.137 -4.258 -2.570
H -5.805 -2.635 1.428
H 0.797 4.689 5.209
C -2.628 1.346 -4.989
Cl -4.351 3.427 3.299
O 1.667 -2.181 3.109
N -2.677 -0.300 -0.118
P -1.706 -1.126 -1.217
H -0.214 -2.285 2.243
H 1.071 -1.901 5.903
K -0.159 0.985 0.726
H -4.500 1.646 0.968
Si 3.929 -0.123 -0.357
H 5.824 -0.185 -2.031
H 1.087 -2.036 -4.142
*
```

Values from the calculation:
ΔE to the lowest compared entry with this formula, charge and spin	63.67	kcal per mole
E_HOMO	-0.0617	Ha
LUMO energy	3.6	eV
calculated total energy	-153582.3092	eV
frontier orbital gap	5.31	eV